No. 1
136
Properties=species:S:1:pos:R:3:forces:R:3 method="wB97M-V/def2-TZVPD" total_charge=+1 total_energy_ev=-106593.296 orbital_gap_ev=0.834 de_lowest_ev=7.083
C 0.33571 2.38476 11.14628 -0.243 0.922 -0.219
H 2.21205 8.83077 -1.44678 0.052 0.018 0.558
C -2.14244 2.37120 11.02981 -0.095 -1.186 0.999
H 1.26284 8.35782 1.32922 0.503 0.425 0.033
H -0.22409 12.05208 2.43093 0.155 0.112 0.203
C 1.37259 10.22144 0.23291 2.056 0.468 -3.579
H 3.89746 11.54895 2.26125 0.088 0.183 -0.111
H 3.08295 13.11355 0.49583 0.104 -0.759 -0.468
H 7.18509 -8.73404 -5.19892 1.578 -0.566 0.502
N 5.65032 -7.96958 -5.44233 -4.642 -0.381 -0.869
N 0.61828 11.51135 0.08147 1.470 0.387 0.423
H -7.27628 -7.82786 -8.42570 0.571 -0.402 0.438
C 2.79207 10.36694 0.83230 0.272 0.133 0.400
H 4.03935 -11.08206 -5.11797 -0.176 0.386 0.200
C -8.13057 -5.95598 -7.94470 2.267 0.122 2.534
Hg 6.97870 -4.42813 -1.94375 -0.067 0.003 0.022
H 0.29786 9.78085 1.84261 -0.214 -0.642 0.561
H 7.13889 -8.28056 -8.42524 0.424 0.380 0.159
C 7.05266 -8.43695 -7.34997 0.083 0.334 -0.575
C -7.58460 -7.42556 -4.98021 -1.075 -0.508 2.451
F 5.29916 -4.12836 3.41736 -1.846 0.870 1.004
N 3.83314 -2.59179 1.20898 -1.033 2.181 -2.506
F 3.89369 0.47664 0.67101 0.056 -0.317 0.052
O 2.11048 -1.90502 2.97758 1.130 -0.951 -0.542
H 6.72981 -9.47717 -7.30742 0.250 -0.111 0.505
C 0.79740 13.97715 -0.22339 -0.139 -0.175 -0.793
H -1.90470 6.74476 10.13365 1.193 -0.154 0.642
H 5.17635 -7.85514 -8.79010 0.601 0.034 0.010
H -0.16077 8.71550 0.51791 -0.300 0.538 -0.302
H -0.99126 13.39740 1.61603 0.073 0.115 0.063
H 4.76946 -8.64145 -2.95960 0.679 0.115 -0.355
C 0.68251 9.21697 0.99280 -2.635 -1.684 1.845
C 4.00582 -8.59169 -3.73580 1.064 -0.816 0.802
O -4.63782 -6.62416 -5.18561 -2.014 0.336 -1.369
H 4.54781 -6.46097 -8.17200 -0.637 0.102 0.948
H -6.26337 -4.51551 -4.48205 0.178 0.455 0.271
H 7.99174 -8.19355 -6.85300 0.278 -0.549 -0.206
H 0.87439 14.94152 0.27878 0.097 -0.039 -0.043
H -0.51788 11.39420 -1.43772 0.088 0.012 -0.416
H -5.02457 -6.14079 -4.45186 0.198 0.063 0.749
H -6.79711 -3.12714 -5.46836 1.019 0.047 -0.556
H -7.75527 -4.45377 -5.30184 -0.199 -0.531 -0.148
F 2.14243 0.60190 -0.60532 0.360 -0.395 0.421
H -5.27805 -8.95899 -6.92321 0.074 0.709 -0.297
H -0.54178 6.30492 13.10618 -0.227 -0.088 -0.087
F 3.75485 -3.55789 4.98532 1.086 0.561 -1.218
S 2.99125 -2.93405 2.42405 -2.125 -3.393 4.684
H 3.61512 -7.57700 -3.65916 -0.573 -0.378 -0.130
C -1.59217 6.01697 13.14945 -1.221 0.486 -0.656
H -6.97553 -7.56565 -4.08717 0.678 0.681 0.064
O 2.36085 -4.26612 2.17994 1.025 2.065 0.757
C 4.79052 -7.47215 -7.84535 0.954 -1.618 0.064
C 4.81661 -10.38389 -5.42869 1.621 -0.281 1.021
C 3.27645 -8.61085 -6.08846 -0.018 2.196 -1.275
F 5.05152 -2.05969 3.91765 -0.539 0.086 0.864
C 4.48947 -8.89072 -5.15433 -1.412 0.471 -1.274
H 0.45793 13.70038 2.65073 -0.365 0.047 0.156
O -0.64603 11.40138 -0.48634 0.313 0.024 0.969
C 0.94095 12.83532 0.76317 -0.189 -1.965 -0.024
H -3.33313 3.91374 13.20846 0.716 0.249 0.372
H -2.44163 1.64597 10.27309 0.666 0.125 -0.529
H 3.40114 -9.42897 -3.38735 -0.925 0.479 -0.308
H 2.81175 -8.07244 -8.16018 -0.332 -0.166 0.263
C 2.40742 12.73954 1.26517 -0.357 1.608 0.549
H -4.84679 -3.34541 -7.40183 -0.278 -0.027 0.073
H -8.63386 -7.79122 -7.28642 0.346 -1.088 0.206
H -2.18395 6.93055 13.20674 0.102 0.198 0.178
C -4.70392 -4.32224 -6.93977 0.127 -0.518 0.358
H 3.70314 -9.50898 -7.80700 1.273 0.176 -1.328
C -0.95493 3.45902 9.12240 0.453 -0.573 -0.841
C -6.05551 -5.00623 -6.50097 2.660 -0.770 -2.177
C 2.67127 0.00733 0.49239 0.894 -1.097 -3.044
N -0.96006 4.48944 11.43457 1.051 -1.613 -0.635
H -3.17542 6.94498 11.16980 -0.923 -0.381 -0.270
C -6.70053 -4.21229 -5.43339 -1.700 -0.364 1.908
H -1.90673 1.70880 11.86273 0.165 0.257 0.444
H 2.32070 11.16473 2.81056 -0.439 0.089 -0.152
H 5.77028 -5.36972 -6.12281 -0.928 -0.529 -0.063
H 7.23164 -6.01221 -5.78914 0.652 -0.295 -0.445
H -8.69010 -5.83950 -8.87285 0.574 -0.325 -0.212
H -3.01698 5.61504 9.86067 -0.885 -0.392 0.661
C -0.91370 3.23110 10.66752 0.192 -0.470 -0.268
H 0.72767 9.66116 -1.86547 -0.549 -0.645 0.479
H -8.27452 -6.61419 -4.74830 0.078 0.183 -0.523
H -4.30577 2.66838 11.56237 0.387 -0.948 -0.153
C 4.36074 -3.18593 3.84285 0.188 -1.149 -2.253
H 5.13919 -10.72135 -6.41366 -0.448 0.745 -0.431
H -5.57187 -9.11604 -5.26170 -0.638 0.207 0.276
H -7.31665 -4.11144 -7.96051 0.848 0.758 -0.111
H -4.19717 -4.97697 -7.64874 -0.197 0.004 -0.171
S 2.61632 -1.88912 0.09442 0.584 -1.061 -2.486
H -6.82398 -9.50853 -6.54373 -0.072 -0.456 0.645
H -0.13918 13.94284 -0.77995 -0.370 0.011 0.493
C -6.82749 -5.07413 -7.81197 -2.853 0.776 -1.228
H 0.26516 1.42051 10.64295 0.030 -0.129 0.405
C 5.97134 -7.51020 -6.79220 -0.069 1.409 -0.797
O 0.20489 5.26470 11.15182 -1.252 -0.584 0.305
H -3.60941 3.61057 10.32074 -0.286 -0.089 -0.466
H 2.06998 10.56442 -1.83020 0.818 0.067 0.322
C 1.63559 9.73828 -1.26727 -0.840 1.123 -0.421
H -3.97486 -4.21689 -6.13636 -0.294 0.115 0.337
H 3.18742 9.43795 1.24312 -0.905 -0.415 0.356
H 1.34024 2.77195 10.97571 -0.190 0.428 -0.785
H -0.61060 4.41848 8.73643 -0.503 0.295 0.472
H 6.77456 -5.45765 -7.44829 0.447 -0.726 -0.359
F 1.93369 0.21030 1.47714 -1.805 1.054 2.729
C -6.76118 -7.44419 -6.20760 1.266 -0.457 -1.081
O 1.19624 -2.31303 0.19594 3.596 1.068 0.124
C 3.65298 -8.44499 -7.57567 -0.958 -0.472 0.923
C -3.37357 3.16053 11.28507 -1.187 0.509 -1.836
H -0.35158 2.78840 8.51057 0.899 -0.459 0.744
C -7.66391 -7.35421 -7.52376 -1.023 0.272 -0.100
C -3.30124 4.30143 12.19024 0.637 0.835 1.534
C -2.59642 6.13897 10.71900 0.482 1.628 -0.385
H -8.83366 -5.66700 -7.16351 -0.104 0.491 0.086
H 0.32997 2.34624 12.23558 -0.525 -0.602 0.050
H -4.27725 4.77930 12.10570 0.294 0.775 -0.063
C -0.02962 13.01461 1.95783 0.202 -0.191 -0.436
H 5.71035 -10.60096 -4.84371 -0.015 -0.344 0.438
H -6.18790 -5.26923 -8.67276 0.157 -0.077 0.212
O 3.36570 -2.04928 -1.15154 -1.502 0.436 1.342
H -1.88759 3.10466 8.68344 -0.669 0.977 0.344
H 1.52429 13.88931 -1.03086 0.455 0.161 0.253
H 2.76715 -7.65716 -5.94990 0.017 0.072 1.313
H -1.81292 5.46752 14.06459 0.197 -0.251 -0.179
O 6.65936 -8.19586 -4.60262 0.938 -0.093 -0.047
H 0.71380 4.98673 11.91690 0.800 0.320 0.022
C -6.06607 -8.81236 -6.18454 0.049 -0.745 -1.270
H -8.12113 -8.36025 -4.81711 -0.588 -0.091 -0.815
N -5.67385 -6.44101 -6.20349 -0.045 1.139 -0.548
C 6.48492 -6.05265 -6.58216 0.027 0.572 0.775
H 2.51808 13.56458 1.96885 -0.257 0.087 0.375
C -2.09758 5.25503 11.87238 -0.057 -0.096 0.193
H 2.51280 -9.38825 -6.06441 0.232 -0.086 0.594
H 3.48419 10.38494 -0.00957 0.255 1.455 0.039
C 2.86782 11.45919 1.91499 0.561 -0.556 -1.332

***

No. 2
141
Properties=species:S:1:pos:R:3:forces:R:3 method="wB97M-V/def2-TZVPD" total_charge=+1 total_energy_ev=-214573.608 orbital_gap_ev=6.900
H -3.06271 -0.01208 -2.45988 0.080 -0.032 0.041
C 6.24476 -1.94736 2.28234 -0.535 -0.238 0.564
C 7.02472 -0.44865 0.64079 0.745 0.592 0.869
C 2.23366 -1.04202 0.07299 -1.944 0.272 -1.568
C -0.85267 -6.39397 -1.00633 -0.442 -0.025 0.343
H 3.97974 -2.98389 1.86880 0.461 0.308 0.134
H 4.44199 2.67510 1.07162 -0.103 -0.055 -0.205
H -3.38827 3.16122 -5.66111 0.012 -0.005 -0.032
H 1.54980 -6.49256 -2.13677 -0.139 -0.097 -0.031
H 3.55042 -0.66572 1.54268 -0.080 -0.040 -0.059
Cl 2.14782 -0.72583 -1.71003 0.656 -0.485 0.164
H 4.33571 3.02230 4.89464 0.008 0.158 0.157
H 1.35954 -0.69871 3.15192 0.278 0.238 0.157
O 3.16011 2.00629 6.81576 -0.207 -0.048 -0.364
N -1.95120 5.19404 -1.90705 -0.287 -0.266 0.575
C -5.83298 0.76344 -2.84389 0.520 0.436 0.084
H -0.17848 5.87656 -2.81970 -0.067 -0.086 -0.086
C 4.75485 -1.61488 0.29614 1.453 -1.459 1.090
Cl 0.46127 1.65343 -0.71453 0.108 -0.480 0.198
C 1.80106 -2.53415 0.44852 0.426 0.669 -2.061
H -3.81433 1.08971 0.82359 0.047 -0.005 -0.141
H 3.53792 -5.16132 1.31811 -0.153 0.121 0.143
H 4.80165 0.84362 -0.45998 -0.083 -0.464 -0.146
C -4.29145 0.12220 0.63351 -0.034 -0.181 0.174
H 3.67875 3.81310 2.74716 -0.342 0.115 -0.328
C -1.95292 -6.36404 -0.15395 0.603 0.374 -0.292
H 0.64119 -5.35238 -3.17143 0.143 -0.249 -0.116
O -0.45348 -0.54031 0.90168 0.308 -0.005 -0.309
H -2.30210 -0.64528 -0.98720 -0.029 -0.089 -0.092
C 0.00663 -5.30712 -1.15305 0.537 -0.336 -0.236
H 3.17500 -3.44316 -1.00815 -0.283 0.526 -0.062
C 2.87566 -4.93992 0.48258 0.449 -0.039 -0.090
C 7.29656 -3.03124 2.16955 0.347 0.706 0.116
H 3.24335 -5.56545 -0.33091 -0.320 -0.083 -0.125
H -2.67312 1.10227 -1.15732 -0.120 0.034 -0.034
H 0.90848 0.03209 7.33623 -0.980 0.999 0.427
N -3.02812 6.57893 -3.64893 -2.635 -0.662 -0.129
H -6.38829 -3.62487 0.56882 -0.043 -0.057 -0.012
C 4.30010 -2.96465 0.82265 -1.916 -0.232 -1.035
H -0.01580 4.33951 -1.93235 0.056 0.045 0.010
C -5.66385 -1.30824 -4.04365 -0.247 -0.291 0.091
N -6.60694 -1.93982 -0.72085 -0.013 -0.703 -0.014
H -0.00749 -2.06997 -0.77280 0.094 0.116 0.333
O -0.15956 -2.72953 2.61082 0.446 0.920 -0.370
C 3.96653 0.80713 0.23942 0.868 1.249 -0.421
H -1.97819 5.16914 0.18929 0.117 0.065 -0.100
H 4.20371 1.27801 3.53445 0.045 -0.231 -0.104
O 2.01160 -3.86176 2.85452 0.447 -0.278 -0.665
H 6.87993 0.36820 -0.05861 -0.368 -0.186 -0.164
H 7.88616 -2.96353 3.08270 -0.035 -0.036 0.054
H -1.22095 2.56674 -4.35974 -0.008 -0.026 -0.014
H -4.85495 1.14125 -3.16138 -0.082 0.195 0.002
P 5.57470 -1.70527 -1.45369 0.292 1.061 -1.014
Br 6.89823 -3.51793 -1.30749 -0.435 0.225 0.232
C -2.38167 4.59942 -0.65106 -0.090 -0.365 -0.137
H 7.98243 -2.93354 1.33598 -0.193 -0.268 -0.203
H 1.99898 3.15652 2.98604 0.089 0.239 -0.485
H -1.21785 -0.02831 0.58647 -0.130 -0.212 -0.092
H 5.03254 -3.75367 0.69173 0.377 0.336 -0.058
C 2.54467 2.10682 5.51628 -0.344 -0.310 0.432
C -4.39667 7.11092 -3.53451 0.003 -0.022 0.386
H -2.39233 4.14370 -6.76344 0.083 0.015 0.055
C -6.83508 -3.34229 -0.39420 0.382 -0.122 0.208
H 7.51525 0.02371 1.50034 -0.116 0.041 0.022
C -2.93127 4.14653 -5.81467 -0.353 0.268 0.036
C -0.92281 3.57417 -4.67864 0.089 -0.195 0.288
O -4.23463 -2.58727 -0.67384 0.697 -0.935 -2.919
H -5.03299 6.78977 -4.36641 -0.051 0.133 -0.026
H -1.29275 6.94182 -4.79911 -0.046 -0.152 0.025
N -4.35137 -0.11219 -0.79738 -0.200 0.309 0.235
C 2.24532 1.77365 7.81222 0.962 -0.557 -0.490
H 1.14182 -3.07482 -1.54464 0.417 0.336 0.091
H -6.35799 -0.89958 -4.77815 -0.024 0.061 0.072
H -8.37776 -1.33546 0.20992 0.030 -0.087 -0.020
C -3.03174 0.08967 -1.37023 -0.116 -0.005 -0.284
H -0.47273 -1.90615 3.00403 -0.389 -0.076 -0.146
O 2.01178 -1.40565 3.03617 -0.715 0.261 -1.045
H -0.16436 5.88374 -1.07459 -0.069 -0.039 0.045
H -4.85668 6.76389 -2.60360 0.016 -0.027 -0.037
C 1.89204 -0.32291 9.12283 0.276 -0.032 -0.052
H 2.98123 4.14669 5.08426 0.048 0.059 -0.068
P -5.07791 -1.57252 -1.40630 -2.352 3.053 4.360
C 3.02177 -3.44904 0.06509 0.499 -0.743 2.034
C -1.33902 -4.11383 0.38603 -0.394 0.599 0.291
C 0.67267 -2.89736 -0.58402 -0.988 -0.611 -0.250
H -1.60732 -3.21246 0.91681 0.079 0.057 -0.104
C -2.34222 7.21499 -4.76343 0.139 -0.275 -0.496
P -2.93197 4.84157 -3.28095 5.742 -0.421 -0.088
C 1.09899 -5.50520 -2.19102 -0.208 0.670 -0.019
H 3.19762 1.36264 -0.29327 -0.533 -0.605 0.120
O 1.91765 2.66080 8.52665 -0.210 0.571 0.506
H -5.85135 -2.38527 -3.98366 0.034 0.028 0.024
H -0.12881 3.92727 -4.02422 -0.103 -0.008 0.074
C 3.26738 3.16494 4.71076 0.261 -0.448 -0.227
H 1.49077 2.37164 5.66043 0.004 0.126 -0.165
H -2.79349 6.99448 -5.73781 0.053 0.056 -0.035
C -2.20110 -5.18420 0.53134 -0.071 -0.527 -0.056
C 1.63509 0.42935 8.04238 0.131 -0.711 -0.055
H -2.05938 3.55037 -0.55291 -0.031 0.017 0.076
H 5.44169 1.43659 1.71901 -0.009 -0.278 -0.131
C 3.06429 3.02847 3.18583 0.163 -0.407 0.979
N -5.87041 -0.68703 -2.72626 1.607 -1.554 -1.368
P 1.38995 -2.69530 2.23898 0.285 -1.547 2.407
C -0.51601 5.32036 -1.94392 0.090 0.497 -0.247
H 1.90764 -4.77919 -2.13062 0.040 -0.011 0.096
H 1.09325 -0.76478 9.70831 0.012 -1.194 -0.863
N 3.59990 -0.63196 0.50509 -0.415 0.252 1.309
H 4.50422 -3.19507 -2.66816 -0.158 0.011 -0.100
O -3.35929 3.44527 -2.89624 -2.828 1.258 -0.196
C -7.31523 -1.07961 0.19750 -0.177 0.462 -0.295
H -5.28353 0.19378 1.07153 0.015 -0.140 -0.009
H -6.10305 1.25287 -1.91461 0.095 -0.108 0.071
H -3.06803 -5.11126 1.17302 0.003 0.165 0.005
H -3.74058 4.87953 -5.90680 0.003 -0.044 0.036
C 4.41164 1.64731 1.44226 -0.209 0.102 0.240
N -2.03640 4.50911 -4.71994 0.433 0.245 0.009
H 7.79351 -1.12912 0.26834 -0.292 -0.133 -0.393
H -6.41283 -3.99233 -1.15838 0.047 0.004 0.045
H -2.57555 -7.24314 -0.07081 -0.141 0.076 0.104
H -7.90697 -3.54559 -0.35510 -0.030 0.173 0.006
H -3.46602 4.62087 -0.56168 0.010 -0.075 -0.021
H 2.90609 -0.53756 9.44790 -0.034 1.230 0.897
C 3.56506 1.63639 2.72429 0.192 0.478 0.601
H -6.57134 1.07706 -3.58749 0.004 -0.346 -0.115
H -4.38846 8.20056 -3.50433 0.093 -0.011 -0.014
H -4.64143 -1.16235 -4.41116 -0.042 0.051 -0.136
H -7.26151 -0.03160 -0.10274 0.128 -0.007 -0.025
N 5.80735 -1.08298 1.18650 0.870 -0.451 -1.291
H -0.47616 3.49734 -5.67226 -0.154 0.027 -0.062
H 2.70828 0.96981 2.72394 0.113 -0.144 -0.361
C -0.20429 -4.12709 -0.41677 -0.191 -0.872 0.258
H 1.88786 -5.23404 0.81378 -0.098 -0.078 -0.319
H 6.78101 -3.98863 2.20976 0.067 -0.075 -0.275
H -6.93607 -1.17511 1.22489 -0.055 0.006 0.011
P 0.93322 0.29073 0.77054 0.386 1.127 1.057
H -3.72550 -0.65445 1.17159 -0.009 -0.040 0.022
H -2.38428 8.29685 -4.61137 -0.211 -0.056 0.159
H 2.56114 1.10604 5.07128 0.155 0.093 -0.222
O 5.71592 -1.78462 3.33957 -0.431 0.223 0.424
H -0.68345 -7.30073 -1.57460 0.186 0.066 -0.078
O 4.53588 -2.23142 -2.58496 0.185 -0.413 0.424